Entry 1:
The following is a DFT calculation (the ωB97M-V functional and the def2-TZVPD basis) of a cluster of 7 separate species, C22H46BBr4F4N2O10 in total at a distorted geometry.

Structure (XYZ):
```
89
Properties=species:S:1:pos:R:3:forces:R:3:lowdin_charge:R:1
H -25.721 28.444 20.576 0.4 -0.1 -0.4 0.0872
O -28.225 28.550 17.339 1.1 0.1 -0.3 0.1459
O -21.357 29.609 26.288 -0.2 0.3 -0.8 -0.1815
H -27.713 25.981 25.789 0.5 0.0 0.0 0.0371
H -28.745 30.260 24.974 -0.1 0.6 0.2 0.0490
H -26.430 36.912 22.541 -0.4 0.1 -0.3 0.0742
B -25.998 28.062 23.906 -0.2 -1.1 -0.5 -1.5056
H -18.409 26.323 22.940 0.1 -0.1 -0.9 0.0787
C -25.949 34.549 21.922 1.7 -1.0 0.5 -0.1923
N -26.566 33.190 23.979 -0.2 1.0 -0.2 -0.0437
H -22.899 33.674 27.067 -0.2 0.0 0.4 0.0767
F -25.430 28.209 25.120 1.1 0.8 2.0 0.1767
H -26.094 26.791 20.550 -0.6 -0.5 -0.9 0.1329
H -27.763 29.216 21.196 0.3 -0.1 0.0 0.1327
Br -30.716 31.943 25.534 0.6 -0.8 -0.6 0.5429
F -27.329 27.844 24.012 -2.7 -0.1 0.5 0.1592
H -24.103 31.744 24.407 0.2 0.3 0.1 0.0977
H -18.582 24.506 22.726 0.1 0.1 -0.2 0.0844
O -20.127 25.539 23.700 1.3 -0.3 0.2 -0.1975
N -22.568 27.789 23.313 1.8 -0.5 0.0 -0.0313
H -25.157 37.320 23.538 1.0 -0.2 -0.1 0.0836
H -21.523 30.105 24.248 0.2 0.2 0.0 0.1141
C -26.338 31.936 24.616 1.6 -0.6 1.2 -0.2044
C -25.353 36.767 22.619 -1.5 -0.7 -0.2 -0.1057
O -22.482 32.277 20.290 2.8 2.1 0.3 0.0675
H -24.420 29.952 20.938 -0.7 0.6 -0.2 0.1131
H -20.094 31.209 25.890 0.0 0.2 -0.3 0.0753
H -25.360 34.456 21.010 -0.3 -0.5 -0.4 0.1023
C -26.439 27.744 20.148 0.8 2.3 1.3 -0.0979
H -24.985 30.917 25.727 1.0 -0.2 0.4 0.1073
H -22.359 27.453 25.396 0.0 -0.4 0.1 0.1321
C -20.866 25.997 22.589 -1.4 0.9 1.1 -0.2198
H -19.684 30.186 27.228 0.2 -0.2 -0.1 0.0869
C -27.463 25.750 26.824 0.5 0.7 -0.1 -0.6201
O -26.516 27.931 18.733 0.6 -0.3 -0.2 0.0821
F -25.816 29.146 23.092 0.8 1.3 -1.1 0.1472
H -28.044 27.472 21.365 -1.5 0.2 -0.2 0.1308
H -20.823 25.282 21.767 -0.3 -0.3 0.0 0.1145
F -25.469 26.902 23.349 0.9 -0.9 -1.1 0.1193
H -26.564 32.562 21.979 -0.2 -0.4 0.1 0.1205
H -25.827 27.121 27.194 0.2 -0.3 -0.2 0.0289
H -29.898 28.085 25.002 0.0 0.3 0.0 0.0325
C -26.000 26.045 27.199 -1.1 0.2 0.5 -0.6463
O -28.503 28.438 19.488 -2.2 0.1 0.7 0.0859
Br -28.630 27.071 27.759 0.2 -0.8 -0.2 0.5910
H -23.559 27.926 23.448 -0.2 -0.2 -0.1 0.0672
C -18.736 25.375 23.366 -0.6 1.1 0.1 -0.0996
H -30.802 29.258 23.908 0.6 -0.4 -0.2 0.0404
C -30.460 29.015 24.914 -0.8 1.5 -0.4 -0.6728
C -20.053 30.166 26.202 -0.7 0.2 0.6 -0.1143
H -26.935 34.889 21.603 -0.2 0.6 0.7 0.1242
C -23.843 30.551 20.234 -0.2 -1.5 -0.2 -0.1053
H -20.833 27.856 24.614 0.0 -1.0 -0.7 0.1159
H -22.447 32.598 25.830 -0.4 -0.6 -0.3 0.0748
H -23.600 29.916 19.382 -0.4 0.0 -0.2 0.1380
C -27.743 28.363 18.417 -1.0 -0.8 -1.0 -0.5987
C -25.990 33.201 22.651 -0.4 -0.3 -1.1 -0.2086
H -19.375 29.623 25.543 0.0 -0.2 0.0 0.0830
O -23.761 33.775 19.141 0.5 -0.8 0.2 0.1415
Br -32.206 28.774 25.761 0.1 -0.3 0.3 0.5523
H -18.045 25.355 24.209 -0.7 -0.7 0.7 0.0795
C -23.577 32.695 19.637 1.0 1.5 0.7 -0.6248
Br -25.751 25.528 29.107 0.2 0.0 -0.6 0.5392
H -25.002 32.746 22.712 0.5 0.2 -0.4 0.1041
C -24.851 31.857 25.191 -2.4 -0.4 0.5 -0.1809
O -24.431 31.749 19.739 -3.6 -2.4 -0.2 0.1020
H -25.282 25.491 26.595 -0.1 0.1 0.1 0.0655
H -26.947 31.808 25.511 -0.4 0.3 0.0 0.1070
H -20.533 26.961 22.205 0.7 0.1 -0.1 0.1124
H -23.259 31.945 27.358 0.5 -0.2 -0.2 0.0901
C -21.911 28.012 24.575 0.8 1.6 1.1 -0.2359
H -22.539 30.932 21.944 -0.1 0.7 0.0 0.1211
C -29.704 30.225 25.491 -1.0 -1.1 0.8 -0.6515
C -27.799 28.267 20.660 2.0 -1.0 1.3 -0.1259
C -23.199 32.733 26.607 -1.5 1.3 0.4 -0.0832
H -29.632 30.028 26.561 0.7 0.1 -0.1 0.0214
H -25.913 33.717 24.541 -0.4 1.4 0.0 0.0854
H -26.528 31.060 23.995 0.2 0.1 -0.2 0.0982
C -21.978 29.464 25.004 -0.6 -0.7 -0.2 -0.2220
C -22.567 30.995 20.857 0.2 -0.5 -0.6 -0.1268
C -22.319 26.369 23.032 -1.0 -0.5 -1.4 -0.1940
H -23.057 29.616 24.976 -0.1 1.0 0.9 0.0996
O -25.134 35.368 22.749 -0.3 1.3 0.8 -0.1907
O -24.576 32.960 26.134 1.5 -1.8 -1.7 -0.1884
H -24.933 37.162 21.695 0.5 0.2 0.2 0.0848
H -27.702 24.705 27.020 -0.4 0.3 0.4 0.0558
H -22.959 26.120 22.185 -0.1 -0.1 -0.2 0.1072
H -21.780 30.358 20.453 0.3 0.3 0.3 0.1318
H -22.756 25.807 23.857 0.6 -0.6 0.2 0.1173
```
Forces are in eV/Å.

Summary:
* LUMO: 2.2 eV
* 2S+1: 1
* ΔE to the lowest compared entry with this formula, charge and spin: 0.00 kcal/mol
* charge: -1



Entry 2:
The following is a DFT calculation (the ωB97M-V functional and the def2-TZVPD basis) of a structure of composition C22H46Br4Cl3FMgN2O9S2V at a distorted geometry.

Structure (XYZ):
```
91
Properties=species:S:1:pos:R:3:forces:R:3:lowdin_charge:R:1
H -1.515 -0.922 6.609 -0.1 0.0 -0.1 0.0051
Br 5.378 -0.826 -2.129 -0.3 0.4 0.5 0.5777
H 7.636 -0.109 -2.886 0.0 0.0 -0.1 -0.0060
C -2.604 -0.748 -1.297 -0.1 0.3 0.5 -0.2953
H 2.750 0.070 -1.566 -0.5 0.0 -0.7 -0.1035
H -2.657 8.981 0.416 0.1 -0.2 0.2 0.0764
S -5.718 -0.710 -3.465 -0.2 0.1 -0.7 0.7335
H -2.274 0.254 -1.540 0.1 0.3 0.0 0.1095
H -0.598 8.131 1.339 0.3 0.4 -0.5 0.1025
H 0.386 -4.326 -0.026 0.1 -0.1 0.4 0.1113
C -1.941 9.728 0.769 -0.5 0.3 -0.9 -0.0019
O -1.221 -1.360 11.073 0.3 1.8 -2.4 -0.5150
H 0.328 -4.357 -2.430 0.1 -0.3 -0.2 0.1141
H -5.882 -1.913 -2.885 0.2 0.2 0.4 -0.1475
H 1.767 -0.897 -3.873 0.3 0.3 -0.2 0.1123
H -0.228 -1.636 -2.228 -0.7 0.2 -0.2 0.0706
H -3.172 -2.710 0.476 -0.4 0.2 -0.1 0.1214
H 0.147 -2.511 -3.736 -0.3 0.2 -0.2 0.1170
C -1.480 -3.478 -0.609 0.5 0.1 0.1 -0.1574
H -0.791 3.553 1.788 -0.1 0.0 0.1 0.1194
H -0.079 0.569 -2.698 -0.1 -0.1 -0.5 0.1098
C -4.116 -0.692 -1.264 0.0 1.0 -0.6 -0.7438
C 0.394 1.738 -0.973 -0.1 -0.5 -0.6 -0.1009
H -1.708 8.605 2.608 -0.1 0.5 0.2 0.1190
H -3.037 3.019 0.752 -0.1 -0.1 0.0 0.1236
H -1.359 10.085 -0.075 0.2 0.0 0.1 0.0860
C -2.265 -1.503 6.066 0.0 0.1 0.1 -0.2656
C -0.534 -1.326 4.044 0.1 0.1 0.0 -0.2689
C -1.013 9.033 1.856 -0.4 -1.2 0.7 -0.4042
Cl -3.248 -5.849 7.993 0.0 0.0 0.0 0.5173
N -2.547 3.880 0.572 -0.1 0.2 -0.1 0.0775
H -0.373 1.195 -0.429 -0.1 -0.1 0.3 0.0676
Cl -0.429 -5.259 8.356 0.0 0.0 0.2 0.5338
O 7.011 -4.918 -6.541 -0.3 0.4 0.6 -0.0901
H 0.007 2.711 -1.239 0.0 0.3 0.0 0.0788
C -2.006 5.879 -0.213 0.3 1.1 -0.2 -0.0384
H -2.069 6.812 -0.748 -0.4 0.2 0.5 0.0801
C -2.131 -2.453 0.295 0.1 -0.4 0.1 -0.2093
C -1.299 4.221 1.114 0.1 0.0 0.0 -0.0738
C -0.952 5.442 0.632 0.4 -0.4 -0.1 -0.0667
H -1.621 -5.395 6.368 0.1 0.0 0.0 -0.0262
H -2.483 10.559 1.212 0.2 0.0 0.2 0.0829
O -1.967 -1.099 -0.100 0.2 -0.2 -0.2 -0.1735
H 7.268 -3.017 -6.650 0.5 0.7 0.2 -0.0076
H 1.399 1.576 -2.851 -0.2 0.1 -0.6 0.1172
Cl -1.232 -7.640 6.905 0.0 0.0 0.0 0.5352
H 4.226 -2.761 -5.547 0.2 0.0 -0.2 0.1928
H 1.252 1.866 -0.314 0.1 0.3 0.3 -0.0260
O -0.166 9.920 2.263 0.1 -0.1 -0.1 0.0519
H 0.104 -1.812 3.308 0.0 -0.1 0.0 0.0416
C 0.741 -3.496 -1.917 -0.6 0.5 0.2 -0.1834
C 1.763 -1.337 -2.882 -0.5 -0.2 0.1 -0.1980
C 0.503 -2.224 -2.757 1.0 -0.5 0.3 -0.1724
O -0.783 0.424 8.212 -0.4 -1.0 2.1 -0.5658
C -2.985 4.859 -0.218 -0.2 -0.5 0.2 -0.0126
C 0.057 -3.436 -0.551 0.2 -0.6 -0.2 -0.1923
V -0.996 -0.498 9.632 0.1 -0.8 0.4 1.2059
O -0.413 -3.354 5.749 0.0 0.0 0.0 -0.5644
H -1.640 -2.539 1.257 0.1 0.2 0.3 0.1135
H -2.340 -1.376 -2.145 0.1 -0.3 -0.1 0.1186
H -2.851 -2.111 6.754 0.0 -0.1 -0.1 0.0543
H 5.062 -1.386 -5.587 0.1 -0.2 -0.2 0.1742
C 6.912 -4.370 -7.681 -0.3 -1.1 -0.4 -0.8319
H 5.625 -2.617 -4.675 0.1 0.1 0.0 -0.0467
F -2.213 6.284 -2.348 0.2 -0.6 0.0 -0.3941
Br 7.353 -2.400 -3.811 1.8 -0.8 0.0 0.8493
Mg 3.533 0.973 -0.038 0.4 0.4 0.8 0.7813
H -1.821 -3.434 -1.638 -0.2 0.2 -0.3 0.1099
C 7.271 -1.032 -2.460 -0.1 0.1 0.2 -1.5323
H -3.926 4.793 -0.734 0.0 0.1 -0.1 0.1426
O 6.658 -4.855 -8.767 0.0 0.3 0.0 0.0351
C 1.709 -0.243 -1.816 -0.5 -0.5 -0.3 -0.2961
C -1.631 -5.965 7.287 0.0 0.0 -0.1 -1.5694
H -1.791 -4.452 -0.252 -0.2 -0.2 0.1 0.1213
Br 8.300 -1.403 -0.893 -0.2 -0.1 -0.3 0.6887
H 0.436 -2.596 0.024 -0.1 0.3 0.1 0.0997
O 4.800 -2.151 -5.038 -1.2 -0.1 -0.5 0.1517
H 1.800 -3.667 -1.766 0.3 -0.1 -0.1 0.1035
H 1.292 -0.701 -0.920 0.1 -0.1 0.4 0.1046
S -1.418 -2.610 4.942 -0.1 0.0 -0.2 0.8049
H -1.253 -0.679 3.538 0.0 0.0 0.0 0.0513
Br -4.745 0.298 0.325 0.1 -0.2 0.1 0.7129
H 2.651 -1.954 -2.764 0.2 -0.1 -0.1 0.0663
H -4.929 0.917 -2.150 0.0 0.1 -0.1 0.0106
N -4.505 0.054 -2.463 -0.3 -0.7 0.4 -0.4611
H -0.044 5.974 0.858 0.0 0.0 0.0 0.1036
H -4.600 -1.652 -1.246 -0.1 -0.4 0.3 0.0631
H -2.931 -0.843 5.509 0.0 0.0 0.0 0.0621
C 0.813 0.931 -2.209 0.8 0.4 1.1 -0.2209
O 7.123 -2.978 -7.600 -0.4 0.4 0.2 -0.0135
H 0.076 -0.749 4.739 0.0 0.0 0.1 0.0616
```
Forces are in eV/Å.

Summary:
* LUMO: -8.3 eV
* 2S+1: 1
* charge: +1



Among the records above, which one has the highest LUMO? C22H46BBr4F4N2O10



What is the formula in the second record? C22H46Br4Cl3FMgN2O9S2V